No. 1
ORCA calculation (wB97M-V/def2-TZVPD) on C6H14NO as an isolated structure.

Computed properties:
- M: 116.184 g/mol
- E_LUMO: 3.9 eV
- Largest force on an atom: 5.27 eV Å⁻¹
- Total charge: -1
- HOMO: -2.67 eV
- Kohn-Sham gap: 6.54 eV

Geometry as XYZ:
```
22
Properties=species:S:1:pos:R:3:forces:R:3
H 0.15924 3.30856 -0.21344 0.135 0.022 -0.124
C -0.44457 2.42227 -0.00529 -0.309 0.828 0.151
H -1.24406 -0.51110 -1.62061 -2.184 -1.612 0.991
C -0.18279 -2.44559 0.89762 0.439 -0.018 -0.958
H 0.61440 -0.44038 1.31966 -0.348 0.296 0.151
C 0.02481 -0.94914 0.55576 0.207 -1.800 0.399
H 0.73649 -0.45773 -2.88312 0.486 -0.430 0.208
N -1.01516 -1.30916 -2.32532 -2.690 1.560 0.070
O 1.04650 1.65596 1.77794 0.048 -0.083 -0.204
H 1.70089 -1.51633 -0.79362 -0.197 -0.173 -0.190
C -0.20040 2.05492 1.48536 0.202 0.015 -0.207
H -0.57887 -2.92473 -0.00717 -0.050 -0.154 0.204
H -0.93518 -0.45801 0.44754 -0.104 0.283 -0.004
H -0.16760 1.68400 -0.74948 0.065 -0.417 0.022
H -0.50023 3.00024 2.00373 -0.161 0.007 0.220
H 1.24920 0.17935 -0.62688 0.568 -0.234 -0.142
H -1.49449 2.71738 -0.17954 0.078 -0.140 0.034
C 0.09081 -0.81150 -2.03414 4.943 -0.949 -1.549
C 0.84498 -0.84162 -0.72481 -0.860 2.709 0.544
H 0.82163 -2.85630 1.04717 -0.118 -0.217 0.161
H -0.80982 -2.76055 1.73151 -0.035 0.529 0.157
H -0.99598 1.31503 1.76123 -0.116 -0.018 0.067
```
Positions in Å, forces in eV/Å.

***

No. 2
ORCA calculation (wB97M-V/def2-TZVPD) on an isolated ion of composition C6H14NO and charge -1.

Computed properties:
- M: 116.184 g/mol
- E_LUMO: 3.2 eV
- Largest force on an atom: 6.83 eV Å⁻¹
- Total charge: -1
- HOMO: -2.16 eV
- Kohn-Sham gap: 5.40 eV

Geometry as XYZ:
```
22
Properties=species:S:1:pos:R:3:forces:R:3
H 1.37118 -3.45387 2.48547 1.371 -2.477 -0.753
C -0.43921 -1.05780 0.83950 1.728 2.047 0.624
O -0.81546 3.54188 -3.07598 -0.445 0.947 -1.674
H 0.85944 2.27991 -1.67310 -1.462 0.034 0.725
C 0.01122 0.42786 0.37573 -0.034 0.242 4.453
H 1.13580 0.61733 0.63467 -1.032 -0.756 -0.688
H -0.93060 -0.94067 1.81685 0.387 -0.261 -0.108
H 0.35562 -2.49538 3.06317 -1.158 1.261 0.225
H -0.59721 2.76015 -0.53529 0.630 -0.316 -0.255
H 1.67518 -1.31550 0.56461 -0.774 -0.722 0.460
C 0.81265 -1.95784 0.89903 0.385 -1.270 -2.062
H -1.18943 -1.45543 0.20517 -0.663 -0.152 -0.930
H -1.10787 1.41553 -3.23456 0.149 0.402 -0.537
H -2.29998 2.28054 -2.21215 0.948 0.257 -0.398
C 1.12620 -2.46487 2.32302 1.097 1.781 -0.320
H 0.81095 -2.78873 -0.01268 -0.281 1.602 2.627
H -0.54599 0.01597 -1.44073 -1.034 -4.833 -4.628
H -0.40242 1.27401 1.15011 0.220 -1.807 -1.495
H 1.99089 -1.85104 2.68125 -0.838 -0.530 0.198
C -1.20785 2.39162 -2.65617 0.858 -0.974 3.442
C -0.21432 2.06555 -1.30964 -0.882 -0.112 -2.662
N -0.39879 0.71078 -0.88829 0.831 5.638 3.756
```
Positions in Å, forces in eV/Å.

***

Q: The lowest Kohn-Sham gap belongs to which entry?
A: number 2